(1)
The following is a DFT calculation (ωB97M-V/def2-TZVPD) of a cluster of 13 separate species, C5H32O13 in total in a non-equilibrium geometry.

- lowest unoccupied orbital energy (eV) = -0.08
- DFT total energy (eV) = -32320.45685
- energy above the lowest of the compared OMol25 structures with the same formula, charge and spin (kJ/mol) = 89.03
- Kohn-Sham gap (eV) = 9.42

Each line ends with the Löwdin charge.
CARTESIAN COORDINATES (ANGSTROEM)
C (1.96, 0.30, 1.31)  -0.22
C (2.72, -0.58, 0.66)  0.01
C (-1.62, 1.74, 1.07)  -0.18
O (-1.49, 2.61, -0.16)  -0.11
C (-0.18, 1.43, 1.43)  -0.10
C (0.58, 0.46, 0.90)  -0.12
H (2.31, 1.01, 2.09)  0.13
H (2.35, -1.22, -0.16)  0.08
H (3.80, -0.58, 0.72)  0.08
H (-2.18, 2.27, 1.86)  0.12
H (-2.14, 0.90, 0.64)  0.10
H (-0.96, 3.36, 0.16)  0.08
H (0.15, 2.09, 2.32)  0.15
H (0.19, -0.03, -0.02)  0.13
H (-0.92, 0.48, -3.61)  0.06
H (-0.66, 0.38, -2.11)  0.04
O (-1.34, 0.64, -2.77)  -0.05
H (0.61, -2.56, 2.55)  0.07
H (2.08, -2.04, 2.41)  0.02
O (1.43, -2.35, 3.04)  -0.03
H (-0.84, -0.30, 3.07)  0.00
H (-2.32, -0.02, 3.37)  0.10
O (-1.73, -0.45, 2.74)  -0.06
H (0.05, 2.43, -1.59)  -0.01
H (0.36, 3.65, -2.53)  0.05
O (0.65, 2.79, -2.24)  -0.04
H (-0.42, -2.61, -0.32)  0.01
H (0.25, -3.79, -1.25)  0.06
O (0.04, -2.87, -1.16)  -0.07
H (3.34, 1.92, 0.53)  -0.02
H (2.60, 2.88, -0.28)  0.02
O (3.21, 2.86, 0.46)  -0.05
H (-2.19, -2.80, -2.13)  0.05
H (-3.45, -2.06, -2.10)  0.04
O (-2.76, -2.35, -1.48)  -0.08
H (-1.64, -1.66, 1.65)  0.02
H (-2.25, -2.54, 0.40)  0.02
O (-1.51, -2.45, 1.03)  -0.10
H (0.68, -0.99, 3.79)  0.02
H (0.87, 0.50, 4.21)  0.04
O (0.41, -0.31, 4.49)  -0.09
H (2.35, 0.22, -2.51)  -0.02
H (2.90, 1.61, -2.67)  0.01
O (3.19, 0.71, -2.49)  -0.08
H (0.90, -1.69, -2.27)  0.01
H (1.45, -1.39, -3.70)  0.07
O (1.07, -0.99, -2.92)  -0.05
H (-2.89, 0.11, -2.34)  0.01
H (-3.88, 0.61, -1.74)  0.04
O (-3.89, -0.07, -2.43)  -0.12


(2)
The following is a DFT calculation (ωB97M-V/def2-TZVPD) of a structure of composition C26H45F3O2OsP2 in a non-equilibrium geometry.

- lowest unoccupied orbital energy (spin up / spin down) (eV) = -5.07 / -9.99
- multiplicity = 5
- DFT total energy (eV) = -60963.31762
- expectation value of S² = 6.020
- net charge = +2
- Kohn-Sham gap (spin up / spin down) (eV) = 7.62 / 2.76

Each line ends with the Löwdin charge.
CARTESIAN COORDINATES (ANGSTROEM)
Os (-0.09, -0.16, 0.64)  1.54
C (1.14, -1.88, 0.34)  -0.31
C (0.03, -2.24, 1.17)  -0.30
C (-0.81, -1.52, -0.87)  -0.32
C (0.62, -1.46, -0.93)  -0.30
C (-1.17, -1.98, 0.44)  -0.34
C (2.58, -2.09, 0.73)  0.00
H (2.68, -1.99, 1.81)  0.08
H (3.23, -1.36, 0.24)  0.09
H (2.91, -3.10, 0.45)  0.11
C (1.42, -1.09, -2.15)  -0.07
H (2.49, -1.25, -2.00)  0.04
H (1.25, -0.03, -2.38)  0.03
H (1.11, -1.66, -3.04)  0.10
C (-1.78, -1.22, -1.96)  -0.06
H (-1.77, -1.95, -2.78)  0.11
H (-1.55, -0.24, -2.40)  0.07
H (-2.79, -1.18, -1.54)  0.03
C (-2.56, -2.26, 0.93)  -0.01
H (-2.51, -2.89, 1.82)  0.09
H (-3.13, -2.78, 0.15)  0.10
H (-3.10, -1.35, 1.20)  0.07
C (0.10, -2.96, 2.48)  0.00
H (0.44, -3.99, 2.32)  0.12
H (-0.87, -2.96, 2.96)  0.08
H (0.84, -2.47, 3.17)  0.05
C (1.01, 1.71, 0.89)  -0.27
C (1.60, 0.86, 1.84)  -0.19
C (1.29, 0.89, 3.30)  -0.17
C (-0.19, 0.85, 3.66)  -0.16
C (-1.13, 0.28, 2.63)  -0.19
C (-1.70, 1.07, 1.58)  -0.26
C (-1.39, 2.55, 1.45)  -0.20
C (0.10, 2.87, 1.29)  -0.17
H (1.75, 1.76, 3.81)  0.15
H (-0.50, 1.86, 3.97)  0.13
H (1.78, 0.00, 3.76)  0.09
H (0.49, 3.35, 2.20)  0.12
H (1.57, 1.87, -0.04)  0.11
H (2.58, 0.42, 1.60)  0.11
H (0.20, 3.63, 0.50)  0.12
H (-1.92, 2.93, 0.57)  0.10
H (-2.70, 0.78, 1.22)  0.09
H (-1.79, 3.10, 2.31)  0.13
H (-0.28, 0.22, 4.56)  0.11
H (-1.73, -0.56, 2.99)  0.12
P (3.58, 0.93, -3.29)  0.81
C (4.74, 0.07, -4.44)  -0.31
H (5.55, 0.75, -4.76)  0.05
H (4.19, -0.28, -5.32)  0.04
H (5.19, -0.80, -3.94)  0.04
C (3.25, 2.33, -4.44)  -0.32
H (4.18, 2.79, -4.79)  0.05
H (2.64, 3.08, -3.93)  0.03
H (2.69, 1.95, -5.31)  0.04
C (4.90, 1.77, -2.31)  -0.31
H (5.62, 2.26, -2.97)  0.04
H (5.41, 1.02, -1.69)  0.03
H (4.43, 2.52, -1.65)  0.03
P (-4.14, 0.53, -2.70)  1.06
C (-5.71, -0.37, -2.28)  -0.22
H (-6.57, 0.13, -2.74)  0.08
H (-5.83, -0.39, -1.19)  0.06
H (-5.64, -1.40, -2.65)  0.06
C (-4.75, 2.24, -2.40)  -0.22
H (-5.70, 2.41, -2.92)  0.08
H (-3.99, 2.94, -2.77)  0.06
H (-4.88, 2.38, -1.32)  0.06
C (-4.40, 0.50, -4.52)  -0.22
H (-5.35, 0.96, -4.79)  0.08
H (-4.39, -0.54, -4.88)  0.06
H (-3.58, 1.04, -5.01)  0.06
F (1.87, -1.95, 7.93)  0.17
C (1.66, -1.26, 6.79)  -0.45
F (0.56, -0.44, 6.99)  0.13
F (2.73, -0.43, 6.59)  0.15
C (1.40, -2.20, 5.55)  -0.41
O (0.88, -3.28, 5.84)  0.31
O (1.71, -1.70, 4.42)  0.10


(3)
The following is a DFT calculation (ωB97M-V/def2-TZVPD) of a cluster of 2 separate species, C4H9NO2 in total.

- lowest unoccupied orbital energy (eV) = 0.67
- DFT total energy (eV) = -9878.59489
- SMILES string = CCN=C=O.CO
- energy above the lowest of the compared OMol25 structures with the same formula, charge and spin (kJ/mol) = 141.42
- Kohn-Sham gap (eV) = 10.87

Each line ends with the Löwdin charge.
CARTESIAN COORDINATES (ANGSTROEM)
C (1.34, 1.15, 0.76)  -0.09
C (0.73, 1.62, -0.56)  -0.24
N (-0.54, 0.97, -0.83)  0.09
C (-1.64, 1.03, -0.33)  -0.32
O (-2.75, 1.00, 0.06)  0.15
H (1.47, 0.07, 0.74)  0.07
H (2.31, 1.63, 0.92)  0.08
H (0.68, 1.41, 1.60)  0.08
H (0.59, 2.71, -0.57)  0.11
H (1.40, 1.38, -1.39)  0.11
C (-0.77, -2.39, 0.14)  -0.17
O (0.34, -1.87, -0.55)  -0.14
H (-1.55, -2.78, -0.54)  0.08
H (-0.41, -3.22, 0.75)  0.08
H (-1.24, -1.65, 0.81)  0.07
H (0.04, -1.07, -1.01)  0.04


(4)
The following is a DFT calculation (ωB97M-V/def2-TZVPD) of a structure of composition C36H40BrInN4O5 in a non-equilibrium geometry.

- lowest unoccupied orbital energy (eV) = 4.05
- DFT total energy (eV) = -129396.69269
- net charge = -2
- energy above the lowest of the compared OMol25 structures with the same formula, charge and spin (kJ/mol) = 0.00
- Kohn-Sham gap (eV) = 4.44

Each line ends with the Löwdin charge.
CARTESIAN COORDINATES (ANGSTROEM)
In (-0.34, 1.08, -0.23)  0.88
O (-2.34, 0.46, 0.32)  -0.17
C (-3.01, -0.35, -0.46)  -0.36
C (-3.53, -1.55, 0.13)  -0.03
C (-4.21, -2.49, -0.60)  -0.13
C (-4.41, -2.31, -1.98)  -0.14
C (-3.94, -1.17, -2.56)  -0.09
C (-3.26, -0.17, -1.83)  -0.16
C (-2.66, 0.97, -2.56)  -0.08
N (-1.62, 1.61, -2.17)  -0.06
N (-1.19, 2.72, -2.89)  0.04
C (-1.06, 3.75, -2.05)  -0.50
O (-1.50, 3.80, -0.87)  -0.09
C (-0.53, 5.08, -2.60)  -0.12
C (-0.19, 5.38, -3.91)  -0.05
C (0.29, 6.62, -4.26)  -0.11
C (0.44, 7.62, -3.29)  -0.13
C (0.08, 7.35, -1.99)  -0.09
C (-0.36, 6.07, -1.64)  -0.02
H (-3.29, -1.72, 1.20)  0.13
H (-4.57, -3.39, -0.09)  0.10
H (-4.87, -3.10, -2.54)  0.08
H (-4.11, -1.05, -3.64)  0.11
H (-3.18, 1.25, -3.49)  0.12
H (-0.28, 4.62, -4.66)  0.09
H (0.54, 6.83, -5.30)  0.09
H (0.79, 8.61, -3.56)  0.08
H (0.19, 8.08, -1.20)  0.09
H (-0.59, 5.83, -0.61)  0.11
C (2.34, -5.82, 3.18)  -0.06
C (3.30, -4.91, 2.41)  -0.57
C (4.09, -5.76, 1.46)  -0.07
C (4.24, -4.24, 3.44)  -0.07
C (2.50, -3.84, 1.66)  -0.19
C (2.50, -2.51, 2.07)  -0.10
C (1.66, -1.58, 1.45)  -0.54
Br (1.67, 0.15, 2.19)  0.90
C (0.79, -1.88, 0.37)  -0.37
O (-0.06, -1.04, -0.12)  -0.17
C (0.84, -3.23, -0.08)  -0.09
C (1.67, -4.14, 0.57)  -0.02
C (-0.09, -3.81, -1.15)  -0.51
C (0.69, -4.81, -2.00)  -0.08
C (-0.69, -2.83, -2.19)  -0.04
C (-1.27, -4.50, -0.40)  -0.03
H (2.90, -6.55, 3.77)  0.07
H (1.67, -6.34, 2.46)  0.08
H (1.69, -5.20, 3.82)  0.09
H (4.66, -6.53, 1.97)  0.07
H (4.76, -5.20, 0.81)  0.09
H (3.42, -6.33, 0.80)  0.08
H (4.82, -5.00, 3.97)  0.08
H (3.67, -3.67, 4.18)  0.08
H (4.91, -3.54, 2.96)  0.08
H (3.10, -2.19, 2.91)  0.07
H (1.59, -5.16, 0.30)  0.08
H (1.51, -4.33, -2.54)  0.09
H (0.01, -5.22, -2.74)  0.07
H (1.10, -5.65, -1.44)  0.06
H (0.08, -2.15, -2.57)  0.10
H (-1.49, -2.22, -1.79)  0.05
H (-1.17, -3.45, -2.98)  0.08
H (-0.90, -5.28, 0.26)  0.08
H (-1.94, -4.94, -1.13)  0.07
H (-1.83, -3.73, 0.13)  0.07
N (1.43, 2.03, -0.60)  -0.10
C (1.96, 2.94, 0.22)  -0.54
C (3.23, 3.49, -0.13)  -0.08
C (3.88, 4.40, 0.67)  -0.17
C (3.33, 4.77, 1.89)  -0.19
C (2.10, 4.24, 2.26)  -0.16
C (1.42, 3.36, 1.47)  -0.15
H (3.65, 3.15, -1.08)  0.09
H (4.87, 4.74, 0.41)  0.07
H (3.85, 5.48, 2.53)  0.06
H (1.73, 4.55, 3.26)  0.09
H (0.45, 3.02, 1.77)  0.04
N (-4.69, 3.56, 1.73)  0.00
C (-3.30, 3.18, 1.53)  -0.17
C (-2.66, 2.60, 2.77)  -0.51
O (-3.47, 2.60, 3.85)  0.08
O (-1.57, 2.09, 2.78)  0.08
H (-4.85, 4.48, 1.32)  0.08
H (-4.31, 2.99, 3.53)  0.07
H (-5.27, 2.90, 1.21)  0.08
H (-2.69, 4.01, 1.17)  0.12
H (-3.12, 2.41, 0.78)  0.09


(5)
The following is a DFT calculation (ωB97M-V/def2-TZVPD) of a cluster of 2 separate species, N3O3 in total in a non-equilibrium geometry.

- lowest unoccupied orbital energy (eV) = 4.32
- DFT total energy (eV) = -10609.72868
- net charge = -1
- energy above the lowest of the compared OMol25 structures with the same formula, charge and spin (kJ/mol) = 174.04
- Kohn-Sham gap (eV) = 7.34

Each line ends with the Löwdin charge.
CARTESIAN COORDINATES (ANGSTROEM)
N (-1.79, -0.16, -0.83)  0.22
N (1.36, -0.31, -0.08)  -0.39
N (-1.53, 0.14, 0.20)  -0.33
O (1.00, 0.69, -0.74)  -0.26
O (2.61, -0.60, -0.04)  -0.27
O (-1.38, 0.45, 1.35)  0.03